A cluster of 3 separate species, C3H12N2O2 in total. Source: OMol25; level of theory: the ωB97M-V functional and the def2-TZVPD basis.

XYZ file:
```
19
Properties=species:S:1:pos:R:3:forces:R:3
C 1.38959 1.02097 -0.68635 0.328 0.505 -0.008
C 0.65575 -0.26659 -0.42475 0.803 0.447 -0.708
N 1.09286 -0.96270 0.72647 -0.539 -0.077 -0.204
C -0.21150 -0.74408 -1.31019 -0.868 -0.999 0.142
N -0.75975 -2.06228 -1.31477 -0.080 0.237 0.072
H 2.16302 1.20753 0.06255 -0.162 -0.054 0.145
H 1.91783 1.03105 -1.64131 -0.092 -0.284 -0.054
H 0.74608 1.89646 -0.71067 -0.164 -0.048 0.086
H 2.06567 -0.80771 0.93424 0.042 -0.074 0.081
H 0.86864 -1.94065 0.70290 0.265 -0.337 0.036
H -0.61335 -0.19975 -2.15237 0.490 0.496 0.077
H -0.67282 -2.58783 -0.46233 0.112 -0.035 0.234
H -1.74010 -2.04796 -1.55530 -0.038 -0.059 -0.115
O -1.60511 2.28283 -0.12896 -0.015 -0.071 -0.051
H -1.63651 1.34871 0.12043 0.016 0.178 0.048
H -0.90498 2.63413 0.43097 -0.155 -0.008 0.108
O -0.89105 0.41648 2.37127 -0.223 0.548 -0.235
H -0.62423 -0.33507 1.82651 0.288 -0.063 0.423
H -1.24003 0.11648 3.21166 -0.007 -0.304 -0.077
```
Positions in Å, forces in eV/Å.

- frontier orbital gap (eV) = 8.3
- SMILES = C/C(N)=C/N.O.O
- ΔE to the lowest compared entry with this formula, charge and spin (eV) = 1.2246
- total energy (eV) = -10380.3250
- multiplicity = 1

A cluster of 2 separate species, C2H6Cl2NPS in total. Source: OMol25; level of theory: the ωB97M-V functional and the def2-TZVPD basis.

XYZ file:
```
13
Properties=species:S:1:pos:R:3:forces:R:3
H -0.84464 -1.23136 0.48608 -0.202 0.175 0.080
N -0.13252 -0.51461 0.62302 0.206 -0.536 -0.175
C -0.53230 0.57946 1.09141 -0.123 0.224 0.105
C -1.93215 0.92534 1.47400 -0.203 -0.066 -0.063
H 0.22686 1.34339 1.23064 0.133 0.147 0.034
H -2.60107 0.73669 0.63372 -0.033 0.051 -0.016
H -2.25737 0.28330 2.29239 -0.022 0.057 0.101
H -2.01608 1.96660 1.77153 -0.073 0.012 0.048
S 2.68243 -1.10471 -0.62385 0.534 -0.126 -0.430
P 1.99784 -0.13347 -2.36504 -0.437 0.771 1.075
Cl 0.48408 -1.36577 -2.96116 -0.552 -0.461 -0.235
Cl 3.42512 -0.64745 -3.66789 0.861 -0.340 -0.571
H 1.49981 -0.83741 0.01514 -0.088 0.090 0.047
```
Positions in Å, forces in eV/Å.

- frontier orbital gap (eV) = 9.5
- SMILES = [H]/N=C\C.SP(Cl)Cl
- ΔE to the lowest compared entry with this formula, charge and spin (eV) = 0.4183
- total energy (eV) = -48831.4521
- multiplicity = 1

A structure of composition C38H34FN2O4P2Rh. Source: OMol25; level of theory: the ωB97M-V functional and the def2-TZVPD basis.

XYZ file:
```
82
Properties=species:S:1:pos:R:3:forces:R:3
Rh 0.97365 0.05326 -2.21286 -0.305 -0.060 0.582
O -1.01306 -0.51917 -1.36636 0.949 0.060 -0.824
P -1.76609 -0.70660 -0.07037 -0.811 -0.350 0.830
C -0.86220 0.10622 1.32124 0.043 0.159 -0.587
P 0.07881 1.53451 0.63382 -0.369 0.262 0.714
O 1.20485 1.08726 -0.28176 0.061 -0.493 -1.173
C -1.16365 2.55320 -0.18036 0.324 -0.148 0.166
C -2.15754 3.12307 0.61453 0.050 -0.009 -0.040
C -3.17101 3.85590 0.02322 -0.007 -0.034 0.015
C -3.17889 4.03040 -1.35466 -0.067 0.013 0.027
C -2.17035 3.49524 -2.14242 -0.025 -0.004 -0.117
C -1.16258 2.74755 -1.55695 0.009 -0.082 0.120
C 0.81764 2.48593 1.96298 -0.164 -0.290 -0.292
C 1.42776 3.67714 1.56895 -0.062 0.011 0.051
C 2.11517 4.43291 2.50071 0.037 0.017 -0.048
C 2.19862 3.99610 3.81768 -0.015 -0.057 -0.020
C 1.59685 2.80691 4.20318 0.020 -0.063 0.105
C 0.90950 2.03869 3.27553 -0.106 -0.007 -0.075
C -2.00032 -2.44888 0.31080 0.301 0.353 -0.283
C -2.01051 -3.31367 -0.78473 0.113 0.050 0.063
C -2.22078 -4.66720 -0.58664 -0.112 0.031 -0.051
C -2.42678 -5.15047 0.69742 0.007 -0.017 -0.061
C -2.42165 -4.28652 1.78207 -0.028 -0.052 0.161
C -2.22727 -2.92844 1.59528 0.236 -0.011 0.006
C -3.41944 0.00092 -0.17639 0.386 0.019 -0.004
C -4.22778 0.08197 0.95614 0.050 0.076 -0.007
C -5.49782 0.62083 0.85008 -0.046 -0.056 0.081
C -5.97079 1.05011 -0.38366 0.021 -0.016 -0.057
C -5.17255 0.94697 -1.51292 -0.073 -0.035 -0.028
C -3.89734 0.41114 -1.41493 0.108 0.100 0.021
H -0.19925 -0.61381 1.80819 0.092 0.040 -0.011
H -1.57367 0.48533 2.05759 -0.044 -0.018 0.005
H -2.12805 2.99827 1.69150 -0.057 0.025 0.010
H -3.95126 4.29011 0.63291 -0.011 0.006 -0.003
H -3.98571 4.58348 -1.81624 0.036 0.062 -0.020
H -2.18250 3.65587 -3.21222 0.021 -0.022 -0.004
H -0.38319 2.29753 -2.16702 -0.037 0.130 -0.042
H 1.35917 3.99643 0.53527 0.017 0.104 0.032
H 2.59222 5.35614 2.20202 -0.007 0.015 0.012
H 2.74623 4.58044 4.54430 -0.026 0.025 0.015
H 1.67007 2.46974 5.22812 0.004 0.014 0.009
H 0.45348 1.09964 3.56695 0.039 0.021 0.078
H -1.84221 -2.91594 -1.77772 -0.012 -0.075 -0.029
H -2.23809 -5.33904 -1.43371 0.027 -0.023 0.012
H -2.59343 -6.20768 0.85138 0.032 -0.009 0.027
H -2.55213 -4.68218 2.77989 -0.071 0.035 0.013
H -2.21285 -2.25870 2.44546 -0.002 -0.010 0.083
H -3.87802 -0.28389 1.91509 -0.007 0.042 0.032
H -6.12719 0.69761 1.72631 -0.007 -0.036 0.004
H -6.97503 1.44307 -0.46747 0.016 0.061 0.016
H -5.54598 1.28003 -2.47198 -0.010 -0.038 -0.015
H -3.26766 0.31169 -2.28890 -0.002 0.070 -0.036
F 5.24379 1.57039 -6.04853 0.027 -0.006 -0.065
C 4.15530 1.29854 -5.37307 -0.042 0.019 0.082
C 3.27479 0.33528 -5.87168 -0.204 -0.236 -0.077
C 2.12845 0.05338 -5.16744 -0.011 0.041 -0.449
C 1.87927 0.70506 -3.94319 -0.099 -0.397 1.279
C 2.76940 1.71265 -3.48666 0.309 0.425 -0.364
C 3.91823 1.99545 -4.18632 -0.127 0.124 0.302
H 3.50258 -0.16370 -6.80396 0.048 -0.004 0.005
H 1.43986 -0.68154 -5.56361 -0.046 0.011 0.059
H 2.55994 2.28121 -2.58420 -0.010 -0.067 0.004
H 4.61590 2.75158 -3.85355 0.063 -0.030 -0.029
O 1.08690 -2.18360 4.21018 -0.018 0.073 -0.013
C 2.13232 -3.15167 4.13700 -0.021 -0.133 -0.057
N 2.81764 -2.96452 2.89094 -0.012 0.061 0.214
C 2.34352 -3.50808 1.73371 0.106 0.130 0.012
O 1.51339 -4.38037 1.67082 -0.283 -0.055 0.015
C 2.91023 -2.87532 0.49270 -0.270 0.127 -0.240
C 4.24007 -2.96680 0.11253 -0.174 -0.040 0.162
C 4.64375 -2.30788 -1.03268 0.177 0.073 -0.073
C 3.72115 -1.56658 -1.73964 0.001 0.071 -0.271
N 2.43091 -1.49604 -1.39596 -0.359 0.207 0.084
C 2.02528 -2.15233 -0.30616 0.551 -0.215 0.155
H 0.64244 -2.27854 5.06107 0.030 -0.028 -0.032
H 1.72381 -4.16252 4.15284 0.047 0.024 0.014
H 2.84258 -3.01104 4.95264 -0.009 -0.040 -0.007
H 3.46135 -2.19172 2.83652 -0.047 0.025 -0.086
H 4.94054 -3.55077 0.69553 0.019 0.026 0.026
H 5.67221 -2.34672 -1.36120 -0.009 -0.001 -0.059
H 4.01713 -1.01408 -2.62206 -0.021 0.013 -0.020
H 0.97785 -2.10916 -0.04491 -0.134 0.014 -0.033
```
Positions in Å, forces in eV/Å.

- frontier orbital gap (spin up / spin down) (eV) = 9.2 / 5.0
- net charge = +2
- ΔE to the lowest compared entry with this formula, charge and spin (eV) = 0.0000
- total energy (eV) = -75417.5255
- multiplicity = 5

The ion C3H8NO2 with charge -1. Source: OMol25; level of theory: the ωB97M-V functional and the def2-TZVPD basis.

XYZ file:
```
14
Properties=species:S:1:pos:R:3:forces:R:3
O 1.80726 0.87891 -0.09068 0.010 0.163 -0.119
C 1.61792 -0.09167 -0.97609 -0.015 -0.206 0.713
N 0.53883 -1.08493 -0.62027 0.272 -0.026 -0.773
C -0.71650 -0.40752 -0.35640 0.640 -0.135 0.258
C -0.74543 0.52353 0.86435 -0.525 -0.458 -0.411
O -2.07765 0.44822 1.44062 -0.301 0.393 -0.039
H 1.29536 0.20827 -1.98030 -0.235 0.552 -0.666
H 2.51822 -0.70937 -1.16962 0.215 -0.406 0.036
H 0.87116 -1.65331 0.14276 -0.191 0.107 0.499
H -1.49658 -1.15617 -0.22863 -0.267 -0.044 0.057
H -0.92248 0.16564 -1.26564 -0.230 0.018 0.071
H -0.50389 1.53394 0.54839 0.141 0.088 0.274
H -0.07375 0.16722 1.62473 0.661 0.048 0.084
H -2.11248 1.17722 2.06677 -0.175 -0.092 0.016
```
Positions in Å, forces in eV/Å.

- frontier orbital gap (eV) = 6.2
- SMILES = [O-]CNCCO
- net charge = -1
- ΔE to the lowest compared entry with this formula, charge and spin (eV) = 2.7587
- total energy (eV) = -8825.0335
- multiplicity = 1

Number 1: largest force on an atom 1.33 eV/Å. Number 2: largest force on an atom 1.39 eV/Å. Number 3: largest force on an atom 1.34 eV/Å. Number 4: largest force on an atom 0.90 eV/Å.